Below is 12 unconnected molecules or ions with the total composition C36H102N6O12, with properties calculated with wB97M-V/def2-TZVPD.

Geometry as XYZ:
```
156
Properties=species:S:1:pos:R:3
C 4.88 0.24 2.88
O 5.07 1.44 2.28
C 4.60 2.50 3.09
C 4.21 3.72 2.21
C 3.69 4.93 2.98
N 3.14 3.35 1.20
H 5.36 -0.51 2.25
H 3.80 0.05 2.98
H 5.28 0.06 3.96
H 3.76 2.19 3.72
H 5.46 2.81 3.76
H 5.05 4.09 1.67
H 2.59 4.92 2.99
H 3.90 5.79 2.33
H 4.05 5.19 3.93
H 3.43 2.55 0.59
H 2.31 2.98 1.71
C 4.19 -1.60 -3.79
O 4.30 -2.50 -2.70
C 4.73 -3.77 -3.13
C 4.69 -4.76 -1.96
C 5.71 -4.31 -0.82
N 5.02 -6.05 -2.54
H 3.90 -0.58 -3.41
H 3.41 -1.96 -4.48
H 5.17 -1.54 -4.31
H 4.10 -4.19 -3.94
H 5.78 -3.66 -3.54
H 3.65 -4.76 -1.50
H 5.56 -3.28 -0.53
H 6.71 -4.33 -1.21
H 5.64 -4.93 0.08
H 5.27 -6.76 -1.88
H 4.46 -6.41 -3.29
C -2.68 -6.14 -5.28
O -3.23 -5.30 -4.31
C -2.60 -4.05 -4.25
C -3.44 -3.28 -3.21
C -4.84 -2.76 -3.70
N -2.56 -2.24 -2.70
H -2.76 -5.65 -6.27
H -3.25 -7.06 -5.32
H -1.72 -6.49 -4.95
H -1.62 -4.20 -3.79
H -2.46 -3.56 -5.24
H -3.68 -4.09 -2.47
H -4.79 -1.92 -4.36
H -5.40 -2.45 -2.82
H -5.41 -3.55 -4.22
H -2.70 -1.64 -1.86
H -2.37 -1.65 -3.51
C -0.66 8.27 3.12
O -1.06 7.16 3.95
C -0.29 6.03 3.55
C -0.94 4.78 4.18
C -0.10 3.53 3.87
N -2.28 4.48 3.75
H -0.63 8.02 2.04
H 0.28 8.75 3.46
H -1.50 8.96 3.21
H -0.19 6.04 2.44
H 0.75 6.02 3.95
H -0.87 5.00 5.30
H 0.01 3.16 2.84
H -0.64 2.78 4.42
H 0.92 3.58 4.27
H -2.94 5.24 4.03
H -2.59 3.65 4.23
C -0.07 -1.28 -4.71
O -1.15 -0.65 -5.35
C -0.85 0.78 -5.57
C -1.63 1.53 -4.51
C -3.16 1.17 -4.58
N -1.26 2.94 -4.79
H -0.22 -2.37 -4.77
H -0.02 -1.01 -3.65
H 0.86 -1.11 -5.28
H 0.24 0.96 -5.46
H -1.19 1.03 -6.56
H -1.16 1.45 -3.55
H -3.45 1.16 -5.63
H -3.75 1.83 -3.97
H -3.48 0.23 -4.15
H -1.96 3.58 -5.21
H -0.99 3.34 -3.92
C 1.04 -0.69 2.50
O 0.18 0.41 2.55
C -0.88 0.35 1.64
C -0.66 0.00 0.18
C 0.16 1.14 -0.48
N -2.02 -0.22 -0.50
H 1.29 -0.98 1.45
H 0.67 -1.55 3.03
H 1.99 -0.52 3.01
H -1.66 -0.39 1.92
H -1.31 1.34 1.73
H -0.20 -0.95 0.09
H -0.01 1.22 -1.58
H 1.23 0.94 -0.42
H -0.08 2.09 -0.01
H -2.56 -0.71 0.25
H -2.48 0.69 -0.51
C -2.43 -3.66 2.07
C -3.30 -3.73 0.73
O -3.98 -2.52 0.39
H -1.75 -4.48 2.17
H -3.19 -3.78 2.93
H -1.90 -2.69 2.21
H -4.06 -4.46 0.93
H -2.65 -3.99 -0.03
H -4.75 -2.38 0.98
C 0.26 6.21 -0.53
C 0.20 4.97 -1.41
O -1.01 4.64 -2.07
H 1.31 6.34 -0.22
H -0.37 6.13 0.31
H -0.08 7.11 -1.10
H 0.63 4.11 -0.85
H 0.95 4.96 -2.19
H -1.66 4.39 -1.45
C 2.29 -3.67 3.89
C 2.20 -3.95 2.36
O 3.27 -3.34 1.69
H 2.43 -2.65 4.15
H 3.12 -4.21 4.33
H 1.26 -3.87 4.24
H 1.22 -3.51 1.94
H 2.16 -5.06 2.19
H 3.10 -3.39 0.74
C -4.78 2.73 1.30
C -3.99 3.81 0.58
O -2.59 3.74 0.67
H -5.83 3.03 1.38
H -4.53 2.71 2.34
H -4.88 1.71 0.86
H -4.39 4.80 1.04
H -4.24 3.80 -0.48
H -2.24 4.08 1.54
C -0.11 -4.02 -0.81
C 0.86 -3.27 -1.63
O 2.01 -2.78 -0.88
H -0.91 -4.45 -1.37
H -0.51 -3.31 -0.05
H 0.27 -4.83 -0.19
H 0.38 -2.39 -2.04
H 1.27 -3.88 -2.45
H 2.67 -2.41 -1.51
C -2.91 -1.04 4.60
C -1.44 -0.99 4.87
O -1.24 -0.93 6.27
H -3.39 -1.96 4.65
H -3.08 -0.66 3.56
H -3.43 -0.24 5.16
H -1.04 -0.12 4.34
H -1.02 -1.91 4.45
H -0.29 -0.82 6.36
```

Computed properties:
HOMO-LUMO gap: 8.70 eV
Charge: 0
Highest occupied orbital energy: -8.2568 eV
Electronic energy: -72489.8087 eV